# 1
49
Properties=species:S:1:pos:R:3:forces:R:3:mulliken_spin:R:1 method="wB97M-V/def2-TZVPD" multiplicity=2 homo_ev="-13.058 / -13.056" orbital_gap_ev="7.14 / 4.02" total_charge=+2 s2=0.76 total_energy_ha=-2574.11789 de_lowest_kj_mol=0.00
Ir -0.046 -0.131 -1.485 0.19 -0.10 0.09 0.300
S 1.292 0.302 -3.221 0.01 0.19 -0.10 0.562
C 1.167 1.962 -2.615 -0.01 -0.21 -0.08 -0.029
C 1.814 3.119 -2.979 0.03 0.04 -0.02 0.062
C 1.516 4.262 -2.238 0.02 0.01 -0.02 -0.022
C 0.621 4.195 -1.183 -0.01 0.00 0.00 0.050
C 0.013 2.983 -0.875 -0.05 -0.02 -0.02 0.004
N 0.276 1.904 -1.603 0.06 0.07 0.15 0.044
H 2.523 3.132 -3.795 0.00 -0.01 0.00 0.000
H 1.995 5.201 -2.482 0.00 0.00 -0.01 0.000
H 0.392 5.071 -0.593 -0.01 -0.01 0.01 0.001
H -0.688 2.870 -0.058 0.00 -0.01 0.01 0.003
C -2.519 1.873 -3.347 0.02 0.00 0.01 0.008
C -2.712 0.427 -3.045 0.05 0.06 -0.06 0.001
N -1.835 -0.389 -2.488 -0.16 -0.09 0.05 0.010
C -2.328 -1.692 -2.391 0.08 0.09 -0.01 -0.001
C -3.586 -1.839 -2.855 -0.04 -0.02 -0.04 -0.004
S -4.164 -0.353 -3.457 -0.02 0.02 0.03 0.006
C -1.394 -2.683 -1.887 0.01 -0.08 -0.11 0.005
C -1.491 -4.030 -1.821 -0.04 0.00 0.22 0.000
S -0.032 -4.681 -1.220 0.04 -0.01 -0.22 0.000
C 0.684 -3.141 -1.161 0.04 0.00 0.23 -0.004
N -0.160 -2.187 -1.503 -0.01 0.00 -0.07 -0.013
C 2.116 -2.965 -0.792 -0.03 0.04 0.01 0.006
H -1.488 2.164 -3.190 0.02 0.02 -0.02 -0.003
H -3.164 2.488 -2.719 0.01 0.00 0.03 0.001
H -2.780 2.075 -4.386 -0.02 0.00 0.01 0.000
H -4.187 -2.733 -2.890 0.01 -0.01 -0.01 0.000
H -2.329 -4.657 -2.074 -0.01 0.01 0.01 0.000
H 2.515 -3.883 -0.365 0.00 -0.01 -0.01 0.000
H 2.246 -2.154 -0.080 0.00 0.00 0.00 -0.001
H 2.696 -2.732 -1.688 0.00 0.01 0.01 -0.002
O -0.746 -0.238 0.466 -0.09 0.04 0.07 0.001
C 0.447 -0.134 0.941 -0.12 -0.03 -0.15 0.002
O 1.348 -0.022 0.013 -0.02 -0.02 0.00 0.010
C 0.749 -0.156 2.343 0.06 0.01 0.02 -0.001
C 2.078 -0.026 2.755 -0.01 0.00 -0.02 0.002
C 2.415 -0.046 4.101 -0.02 0.00 0.02 0.000
C 1.375 -0.201 4.993 0.01 0.00 -0.02 0.000
O 1.448 -0.254 6.327 0.00 0.00 0.02 0.000
C 0.104 -0.415 6.819 0.01 0.00 -0.02 0.000
O -0.751 -0.472 5.672 -0.01 0.00 0.00 0.000
C 0.044 -0.332 4.585 0.02 0.01 -0.01 0.000
C -0.309 -0.314 3.270 0.00 0.00 0.01 0.000
H 2.853 0.097 2.011 -0.01 0.00 -0.01 0.000
H 3.436 0.054 4.441 0.00 0.00 0.00 0.000
H -0.157 0.446 7.431 0.00 0.00 0.01 0.000
H 0.039 -1.349 7.373 0.00 0.00 0.01 0.000
H -1.335 -0.417 2.948 0.00 0.00 0.00 0.000

# 2
51
Properties=species:S:1:pos:R:3:forces:R:3:mulliken_spin:R:1 method="wB97M-V/def2-TZVPD" multiplicity=4 homo_ev="-7.352 / -8.080" orbital_gap_ev="6.78 / 7.18" total_charge=0 s2=3.77 total_energy_ha=-2473.06976 de_lowest_kj_mol=43.66
V 0.092 0.471 0.972 -1.12 -0.64 -0.40 2.710
O -0.428 -2.479 -2.537 -0.02 0.03 0.02 -0.001
C 0.766 -2.201 -3.106 -0.07 -0.06 0.01 -0.001
C 1.111 -2.925 -4.246 0.07 0.02 -0.03 0.001
C 2.323 -2.703 -4.866 0.01 -0.02 -0.02 -0.001
C 3.218 -1.759 -4.365 -0.05 -0.01 0.03 0.000
C 2.872 -1.035 -3.244 0.03 0.02 -0.03 -0.004
C 1.647 -1.233 -2.598 0.06 0.08 0.01 0.000
C 1.298 -0.429 -1.408 -0.17 -0.12 0.01 -0.009
O 0.187 -0.712 -0.794 0.38 0.32 0.06 -0.017
N 2.128 0.543 -1.052 -0.21 0.22 0.29 0.008
N 1.642 1.161 0.077 1.03 0.46 -0.91 -0.082
C 2.129 2.276 0.516 -0.01 -0.18 0.02 0.162
C 1.489 2.782 1.733 0.04 -0.21 -0.14 0.072
C 1.818 3.991 2.330 0.16 0.01 -0.05 -0.005
C 1.175 4.367 3.491 -0.05 0.06 0.10 0.039
C 0.206 3.532 4.036 0.06 0.09 0.01 0.009
C -0.093 2.357 3.379 0.06 -0.12 -0.21 0.076
N 0.521 1.977 2.251 0.28 1.14 0.61 -0.013
H -0.461 -1.928 -1.724 0.03 0.01 0.01 0.004
H 0.411 -3.662 -4.616 0.01 0.01 0.01 0.000
H 2.580 -3.278 -5.747 0.00 0.01 0.01 0.000
H 4.172 -1.597 -4.848 -0.01 0.00 0.00 0.000
H 3.542 -0.292 -2.835 -0.01 -0.01 -0.01 -0.001
H 2.951 2.776 0.016 0.00 0.08 0.05 0.008
H 2.576 4.617 1.878 -0.01 -0.01 0.02 -0.001
H 1.423 5.305 3.971 -0.01 -0.01 0.00 0.003
H -0.316 3.789 4.946 0.00 0.01 0.00 0.000
H -0.859 1.685 3.741 -0.01 -0.02 0.00 0.003
C -4.065 -2.665 0.187 0.06 0.05 -0.04 0.000
N -3.308 -1.451 0.458 -0.16 -0.01 -0.21 0.000
C -3.101 -0.361 -0.485 0.01 -0.12 -0.05 0.004
C -2.156 0.512 0.304 -0.25 0.28 0.18 -0.012
O -1.519 1.491 -0.098 -0.36 -0.16 0.02 -0.021
N -1.959 -0.011 1.554 -0.50 -0.12 -0.29 0.036
C -2.631 -1.189 1.568 0.30 0.06 0.14 0.007
N -2.610 -1.995 2.630 0.10 -0.10 -0.04 0.001
H -4.283 -2.696 -0.878 -0.01 0.00 0.00 0.000
H -5.003 -2.675 0.742 -0.01 -0.01 0.02 0.000
H -3.471 -3.547 0.431 0.01 0.01 0.02 0.000
H -4.022 0.169 -0.734 -0.05 -0.03 0.02 -0.001
H -2.617 -0.701 -1.402 0.01 0.02 -0.02 0.002
H -1.911 -1.757 3.317 -0.01 0.02 0.02 -0.001
H -2.713 -2.993 2.475 -0.04 0.01 0.01 0.001
N 0.902 -1.082 1.887 0.36 -1.00 0.52 -0.103
C 1.007 -2.238 1.824 0.22 -0.24 0.33 0.083
C 1.017 -3.626 1.810 -0.22 -0.18 -0.14 0.020
C -0.269 -4.219 1.724 0.23 0.19 0.08 0.005
N -1.369 -4.576 1.677 -0.01 0.02 -0.02 0.007
C 2.218 -4.385 1.823 -0.17 0.15 -0.04 0.007
N 3.196 -4.994 1.835 -0.02 0.00 0.02 0.005

# 3
54
Properties=species:S:1:pos:R:3:forces:R:3:mulliken_charge:R:1 method="wB97M-V/def2-TZVPD" multiplicity=1 homo_ev=-11.543 orbital_gap_ev=7.51 total_charge=+1 total_energy_ha=-1983.94949 de_lowest_kj_mol=0.00
Al 0.438 -0.251 -1.192 -0.02 -0.51 0.16 0.538
O -2.514 -2.324 0.906 0.12 0.20 0.01 -0.470
C -1.593 -1.873 0.104 -0.23 -0.31 -0.12 0.082
O -0.980 -0.830 0.283 0.23 0.12 -0.10 -0.054
C -1.258 -2.667 -1.118 0.02 0.15 0.11 0.330
C -1.720 -3.886 -1.550 -0.04 -0.12 -0.09 -0.724
C -1.182 -4.377 -2.747 -0.02 -0.01 0.01 -0.408
C -0.233 -3.653 -3.453 -0.02 -0.05 -0.06 -0.783
C 0.170 -2.427 -2.940 -0.03 0.03 0.07 0.562
N -0.347 -1.989 -1.810 0.19 0.15 0.04 0.103
C 1.192 -1.447 -3.522 -0.06 0.16 0.22 0.278
O 1.737 -1.689 -4.560 0.07 -0.03 -0.10 -0.625
O 1.347 -0.391 -2.755 -0.06 -0.10 -0.16 -0.456
H -2.630 -1.681 1.642 -0.04 -0.07 0.02 0.472
H -2.461 -4.436 -0.988 0.01 0.00 -0.01 0.609
H -1.515 -5.336 -3.123 0.01 0.01 0.01 0.474
H 0.195 -4.011 -4.380 0.00 0.00 0.01 0.588
C -4.036 2.743 -2.263 0.02 0.00 -0.01 -1.140
C -2.529 2.976 -2.121 0.08 -0.30 0.05 -0.474
C -1.777 1.717 -2.065 -0.22 0.28 -0.25 0.547
N -1.187 0.736 -2.035 0.20 0.10 0.32 -0.309
H -4.542 3.706 -2.262 0.00 0.00 0.00 0.355
H -4.421 2.152 -1.434 0.00 0.01 0.01 0.350
H -4.268 2.233 -3.195 0.01 0.00 0.00 0.338
H -2.292 3.516 -1.202 0.01 0.00 0.03 0.296
H -2.127 3.557 -2.951 0.02 -0.01 -0.04 0.350
N 5.258 -0.211 0.723 -0.10 -0.12 -0.05 -0.407
C 4.124 -0.947 0.711 0.26 0.13 0.05 0.129
C 3.072 -0.610 -0.165 -0.11 -0.08 -0.11 -0.386
N 1.930 -1.277 -0.141 0.01 0.34 0.07 0.329
C 1.827 -2.328 0.695 -0.15 -0.06 -0.16 -0.147
C 2.887 -2.677 1.496 0.18 0.01 0.08 -0.558
N 4.028 -1.988 1.529 -0.16 -0.14 0.01 -0.600
H 5.272 0.700 0.299 0.00 0.02 0.00 0.231
H 5.960 -0.436 1.406 -0.01 0.01 0.02 0.264
H 3.171 0.219 -0.852 -0.06 -0.01 0.03 0.717
H 0.908 -2.897 0.697 -0.01 0.06 0.02 0.363
H 2.814 -3.536 2.151 0.02 0.01 0.01 0.380
O 2.625 2.283 0.388 0.08 0.24 -0.09 -0.650
C 1.467 1.975 0.532 -0.20 -0.52 0.34 0.278
O 0.790 1.202 -0.289 -0.01 0.30 -0.32 -0.026
C 0.668 2.356 1.753 0.02 0.02 -0.09 0.226
C 1.027 3.427 2.562 -0.01 -0.01 0.07 -0.632
C 0.287 3.714 3.705 0.02 0.00 0.01 -0.555
C -0.797 2.923 4.068 0.03 0.09 0.09 -0.658
C -1.116 1.859 3.249 -0.27 -0.22 0.04 -0.386
C -0.418 1.569 2.103 0.05 0.06 -0.13 0.174
N -2.251 0.964 3.593 0.27 0.13 0.02 0.951
O -2.856 1.178 4.609 -0.07 0.04 0.06 -0.581
O -2.503 0.044 2.821 -0.03 -0.04 -0.05 -0.685
H 1.889 4.024 2.295 -0.01 0.01 0.00 0.502
H 0.561 4.553 4.328 0.00 0.00 -0.01 0.420
H -1.373 3.119 4.961 0.02 0.01 -0.02 0.515
H -0.715 0.732 1.503 0.00 0.03 0.01 0.965

# 4
55
Properties=species:S:1:pos:R:3:forces:R:3:mulliken_charge:R:1 method="wB97M-V/def2-TZVPD" multiplicity=1 homo_ev=-5.423 orbital_gap_ev=7.50 total_charge=-1 total_energy_ha=-2165.36181 de_lowest_kj_mol=50.05
Au -1.316 0.174 -0.547 0.18 -0.31 -0.46 0.410
O -7.915 -2.839 2.737 -0.10 -0.05 0.02 -0.664
N -6.831 -2.461 3.164 -0.60 -0.10 0.48 1.002
O -6.625 -2.211 4.343 0.01 0.02 0.20 -0.660
C -5.775 -2.296 2.249 1.15 0.25 -0.92 -0.442
C -5.994 -2.523 0.883 -0.10 -0.01 0.00 -0.441
C -4.981 -2.334 -0.008 0.28 0.26 1.20 0.009
C -3.658 -1.873 0.359 -0.47 -0.12 0.29 0.623
O -2.754 -1.746 -0.481 0.27 0.51 -0.38 -1.030
C -3.516 -1.629 1.778 -1.06 -0.55 -0.50 0.381
C -4.519 -1.861 2.680 -0.12 -0.01 0.15 -0.481
N -2.278 -1.105 2.276 0.83 0.39 0.28 0.976
O -1.918 -0.015 1.842 -0.35 -0.49 0.75 -0.583
O -1.658 -1.754 3.106 -0.22 0.22 -0.18 -0.596
N -5.217 -2.581 -1.414 -0.04 -0.14 -0.25 0.935
O -4.760 -3.599 -1.881 0.15 -0.25 -0.14 -0.576
O -5.868 -1.764 -2.028 -0.19 0.23 -0.15 -0.583
H -6.974 -2.850 0.570 -0.01 0.02 -0.12 0.541
H -4.350 -1.671 3.730 0.00 -0.03 0.04 0.492
C 7.262 -0.513 0.573 -0.03 -0.04 -0.16 -1.643
C 6.485 -0.724 -0.731 0.19 -0.03 0.00 2.112
C 6.378 -2.231 -0.977 0.01 0.26 0.04 -2.149
C 7.264 -0.114 -1.903 -0.04 -0.09 0.14 -1.638
C 5.132 -0.042 -0.620 0.02 0.08 0.00 0.327
C 5.071 1.335 -0.403 0.15 -0.01 -0.01 -0.392
C 3.876 2.034 -0.299 -0.45 0.08 -0.01 -1.672
C 2.706 1.316 -0.428 0.65 -0.82 -0.14 1.064
O 1.410 1.707 -0.401 -0.18 0.50 0.12 -0.247
B 0.634 0.549 -0.589 -0.39 0.26 -0.29 -0.466
O 1.505 -0.539 -0.744 -0.09 -0.61 -0.07 -0.148
C 2.758 -0.065 -0.641 0.53 0.77 0.11 0.448
C 3.946 -0.756 -0.734 -0.38 0.05 -0.01 -0.794
H 8.230 -1.005 0.512 0.18 -0.06 0.04 0.444
H 6.710 -0.935 1.410 -0.04 -0.04 0.12 0.390
H 7.424 0.543 0.771 0.03 0.13 0.05 0.330
H 7.380 -2.651 -1.044 0.11 -0.06 -0.01 0.442
H 5.863 -2.445 -1.909 -0.10 -0.07 -0.09 0.420
H 5.860 -2.729 -0.161 -0.10 -0.10 0.08 0.417
H 8.232 -0.601 -1.995 0.18 -0.04 -0.05 0.444
H 7.428 0.951 -1.761 0.03 0.14 0.00 0.327
H 6.717 -0.253 -2.833 -0.05 0.00 -0.12 0.388
H 5.986 1.902 -0.315 0.14 0.02 0.02 0.356
H 3.860 3.099 -0.126 0.02 0.13 0.01 0.427
H 3.915 -1.819 -0.894 0.04 -0.21 -0.04 0.533
I -5.393 1.605 1.746 -0.03 0.12 -0.10 0.090
C -4.557 2.826 0.245 -0.28 -0.06 0.35 0.109
C -4.991 4.137 0.112 -0.01 0.05 0.00 -0.540
C -4.389 4.902 -0.872 0.12 -0.09 -0.02 -0.219
C -3.405 4.329 -1.665 -0.10 0.02 0.08 -0.723
C -3.077 3.001 -1.449 0.22 0.36 -0.41 -0.096
N -3.642 2.271 -0.505 -0.06 -0.63 0.24 -0.111
H -5.761 4.528 0.758 -0.02 0.04 0.02 0.357
H -4.673 5.935 -1.016 -0.06 0.07 0.02 0.369
H -2.902 4.904 -2.426 0.05 0.01 -0.12 0.381
H -2.334 2.485 -2.040 0.16 0.05 -0.09 0.346